1.
A cluster of 10 separate species, C25H72N8O17 in total at a distorted geometry, computed with ωB97M-V/def2-TZVPD.

Structure (XYZ):
```
122
Properties=species:S:1:pos:R:3
C 4.338 1.472 1.850
O 3.461 1.389 3.000
C 3.240 0.018 3.405
C 2.378 -0.024 4.611
N 1.021 0.386 4.227
C -0.097 0.274 5.182
C -1.386 0.884 4.660
O -1.048 2.064 3.914
C -2.114 2.668 3.263
H 5.347 1.122 2.136
H 4.391 2.487 1.425
H 4.012 0.826 0.988
H 4.295 -0.412 3.516
H 2.695 -0.625 2.671
H 2.825 0.670 5.380
H 2.420 -1.011 5.077
H 1.107 1.321 3.849
H 0.105 0.763 6.096
H -0.255 -0.818 5.406
H -2.093 1.204 5.424
H -1.894 0.192 3.997
H -2.014 3.733 3.180
H -3.040 2.478 3.779
H -2.216 2.244 2.217
C 4.872 -3.563 -0.793
O 4.759 -2.401 -1.564
C 5.760 -1.412 -1.434
C 5.187 -0.215 -2.113
N 4.043 0.216 -1.354
C 3.383 1.575 -1.574
C 3.102 2.016 -3.013
O 2.172 1.273 -3.736
C 0.873 1.815 -3.833
H 5.866 -4.019 -1.046
H 4.084 -4.195 -1.180
H 4.900 -3.343 0.222
H 6.635 -1.708 -1.958
H 5.994 -1.255 -0.402
H 4.871 -0.468 -3.123
H 5.881 0.604 -2.242
H 3.314 -0.478 -1.496
H 4.022 2.310 -1.107
H 2.523 1.537 -0.960
H 4.091 2.134 -3.561
H 2.779 3.024 -2.947
H 0.521 2.242 -2.904
H 0.329 0.893 -3.887
H 0.972 2.596 -4.634
N -3.303 -0.826 -1.233
C -3.369 0.479 -1.641
N -2.926 0.674 -2.915
O -3.975 1.353 -1.013
H -3.315 -0.929 -0.192
H -2.593 -1.397 -1.689
H -3.381 1.442 -3.451
H -2.608 -0.097 -3.495
N 2.452 -1.496 -3.986
C 1.329 -2.136 -3.649
N 1.352 -3.537 -3.649
O 0.314 -1.498 -3.387
H 2.449 -0.525 -3.720
H 3.288 -2.036 -3.686
H 2.195 -4.044 -3.880
H 0.820 -3.973 -2.896
N -0.753 -2.927 -0.527
C 0.227 -3.672 0.143
N 1.413 -2.920 0.310
O 0.045 -4.786 0.465
H -0.575 -1.926 -0.439
H -1.679 -3.309 -0.418
H 2.158 -3.456 0.717
H 1.443 -1.920 0.446
O -2.692 -1.661 1.625
C -3.118 -2.926 2.061
C -4.083 -3.606 1.169
O -3.407 -3.965 -0.099
H -1.778 -1.427 1.554
H -2.282 -3.664 2.162
H -3.538 -2.818 3.057
H -4.929 -2.972 0.928
H -4.422 -4.472 1.787
H -3.520 -4.925 -0.282
O -2.130 -1.717 -4.297
C -2.556 -2.317 -5.520
C -4.061 -2.338 -5.622
O -4.640 -1.066 -5.822
H -1.208 -1.791 -3.965
H -2.088 -1.761 -6.364
H -2.313 -3.383 -5.679
H -4.409 -2.653 -4.592
H -4.495 -3.018 -6.371
H -5.570 -1.109 -5.504
O 2.676 6.120 3.101
C 1.701 5.341 3.741
C 1.094 4.340 2.791
O 2.073 3.645 2.074
H 2.693 5.886 2.183
H 2.186 4.882 4.649
H 0.919 5.984 4.091
H 0.511 4.944 2.048
H 0.444 3.661 3.291
H 2.471 2.859 2.550
O -6.226 3.018 -0.430
C -6.697 2.751 0.867
C -5.919 1.658 1.528
O -4.647 2.060 2.058
H -5.526 2.369 -0.669
H -6.485 3.702 1.357
H -7.753 2.538 0.802
H -5.783 0.845 0.778
H -6.573 1.314 2.326
H -3.970 1.901 1.424
O -0.037 -0.648 1.631
C 0.467 0.634 1.170
C 0.054 0.920 -0.275
O 0.658 -0.150 -0.947
H 0.169 -0.601 2.576
H 0.174 1.434 1.821
H 1.560 0.656 1.235
H 0.354 1.886 -0.649
H -1.024 0.877 -0.324
H 0.258 -0.259 -1.852
```

Values from the calculation:
F_max: 5.35 eV/Å
LUMO energy: 0.0161 hartree
SMILES: COCCNCCOC.COCCNCCOC.NC(N)=O.NC(N)=O.NC(N)=O.OCCO.OCCO.OCCO.OCCO.OCCO
charge: 0
gap between HOMO and LUMO: 9.472 eV

---

2.
A cluster of 11 separate species, C25H72O11 in total at a distorted geometry, computed with ωB97M-V/def2-TZVPD.

Structure (XYZ):
```
108
Properties=species:S:1:pos:R:3
C 12.926 18.489 11.631
C 12.053 17.573 10.770
C 12.746 16.257 10.470
O 10.875 17.304 11.476
H 12.466 19.473 11.713
H 13.816 18.629 11.018
H 13.223 18.057 12.586
H 11.852 17.997 9.786
H 13.653 16.520 9.927
H 12.060 15.620 9.910
H 12.970 15.686 11.371
H 10.416 18.112 11.717
C 9.428 16.371 14.376
C 10.584 15.421 14.112
C 10.710 14.206 15.001
O 10.555 14.929 12.784
H 8.506 15.880 14.063
H 9.552 17.306 13.830
H 9.299 16.452 15.455
H 11.520 15.961 14.257
H 10.849 14.581 16.015
H 11.583 13.581 14.813
H 9.752 13.690 14.944
H 10.709 15.728 12.275
C 7.555 12.324 9.799
C 7.673 11.476 11.048
C 8.072 12.275 12.308
O 6.467 10.952 11.352
H 6.811 13.109 9.936
H 7.276 11.806 8.881
H 8.470 12.898 9.651
H 8.469 10.769 10.814
H 7.981 11.677 13.214
H 7.411 13.135 12.411
H 9.081 12.639 12.115
H 5.899 11.012 10.580
C 10.019 10.290 15.529
C 10.404 10.499 17.028
O 11.585 9.756 17.312
H 9.200 10.943 15.227
H 9.817 9.256 15.251
H 10.887 10.529 14.916
H 9.509 10.324 17.625
H 10.556 11.577 17.063
H 11.801 9.840 18.243
C 15.035 7.403 10.685
C 15.500 8.481 11.715
O 14.454 8.733 12.719
H 15.775 7.274 9.895
H 14.122 7.722 10.183
H 14.790 6.491 11.230
H 15.665 9.402 11.156
H 16.385 8.210 12.291
H 14.060 9.580 12.499
C 10.669 8.882 11.002
C 9.898 8.395 12.305
O 8.782 7.662 11.906
H 11.504 9.538 11.247
H 10.076 9.428 10.268
H 11.064 8.097 10.357
H 9.576 9.249 12.900
H 10.665 7.808 12.810
H 8.398 7.377 12.739
C 14.279 12.002 15.424
C 15.340 11.414 16.342
O 16.240 12.529 16.511
H 13.600 11.197 15.145
H 14.679 12.385 14.485
H 13.654 12.746 15.917
H 15.829 10.597 15.810
H 15.019 11.108 17.338
H 16.730 12.460 17.334
C 13.379 13.075 7.165
C 12.570 11.820 7.327
O 12.276 11.270 6.081
H 14.324 12.898 6.651
H 13.553 13.692 8.046
H 12.871 13.727 6.455
H 11.592 12.047 7.750
H 13.026 11.061 7.963
H 11.806 10.461 6.296
C 11.587 12.422 10.860
C 12.556 12.287 12.039
O 13.615 11.343 11.757
H 12.132 12.719 9.964
H 11.032 13.325 11.114
H 10.958 11.546 10.697
H 12.065 12.106 12.996
H 12.978 13.277 12.214
H 14.152 11.784 11.096
C 14.846 15.371 14.012
C 14.952 15.708 15.483
O 15.191 17.029 15.724
H 14.308 16.159 13.485
H 14.376 14.394 13.901
H 15.842 15.413 13.571
H 15.759 15.097 15.889
H 14.046 15.339 15.962
H 15.265 17.038 16.681
C 16.377 13.629 11.446
C 16.766 13.039 10.128
O 15.755 12.122 9.653
H 17.195 14.228 11.847
H 16.171 12.909 12.237
H 15.564 14.341 11.297
H 17.698 12.483 10.230
H 16.806 13.837 9.387
H 16.125 11.741 8.853
```

Values from the calculation:
F_max: 3.28 eV/Å
LUMO energy: 0.0174 hartree
SMILES: CC(C)O.CC(C)O.CC(C)O.CCO.CCO.CCO.CCO.CCO.CCO.CCO.CCO
relative energy (zero: lowest compared OMol25 entry of this formula, charge and spin): 223.4 kJ/mol
charge: 0
gap between HOMO and LUMO: 9.974 eV

---

3.
A cluster of 9 separate species, C25H73N11O9 in total at a distorted geometry, computed with ωB97M-V/def2-TZVPD.

Structure (XYZ):
```
118
Properties=species:S:1:pos:R:3
C -0.942 3.264 -6.235
O -1.973 2.697 -5.358
C -2.833 3.673 -4.744
C -3.565 3.114 -3.518
C -2.660 3.093 -2.237
N -4.099 1.815 -3.740
H -0.125 2.545 -6.294
H -0.409 4.176 -5.967
H -1.243 3.267 -7.283
H -2.234 4.552 -4.507
H -3.503 3.981 -5.547
H -4.426 3.779 -3.456
H -1.827 2.401 -2.365
H -3.282 2.638 -1.467
H -2.435 4.100 -1.883
H -3.351 1.213 -3.426
H -4.081 1.666 -4.739
C 7.002 4.046 1.737
O 6.457 2.799 2.152
C 5.063 2.885 2.350
C 4.338 2.189 1.165
C 4.947 2.582 -0.241
N 2.902 2.213 1.188
H 6.998 4.019 0.648
H 8.035 4.090 2.082
H 6.414 4.914 2.038
H 4.846 2.227 3.191
H 4.705 3.902 2.514
H 4.572 1.129 1.071
H 6.016 2.371 -0.227
H 4.810 3.646 -0.437
H 4.450 1.979 -1.000
H 2.566 1.467 0.596
H 2.462 2.126 2.093
C 0.569 -1.033 -6.281
O 0.057 -1.981 -5.361
C -1.381 -1.901 -5.078
C -1.663 -1.049 -3.804
C -3.154 -1.206 -3.334
N -1.237 0.311 -3.784
H 1.654 -1.133 -6.248
H 0.214 -0.110 -5.822
H 0.251 -1.133 -7.318
H -1.898 -1.418 -5.906
H -1.644 -2.943 -4.899
H -1.143 -1.455 -2.936
H -3.396 -0.709 -2.395
H -3.300 -2.240 -3.022
H -3.850 -1.018 -4.152
H -0.231 0.371 -3.852
H -1.608 0.723 -4.629
C 0.377 -2.664 6.188
O 1.771 -2.542 6.144
C 2.283 -1.340 5.592
C 2.118 -1.275 4.096
C 2.773 -2.379 3.270
N 2.748 -0.108 3.517
H -0.098 -1.850 6.736
H 0.237 -3.713 6.444
H -0.113 -2.613 5.215
H 1.854 -0.445 6.043
H 3.359 -1.304 5.764
H 1.039 -1.201 3.965
H 3.858 -2.371 3.374
H 2.402 -2.391 2.245
H 2.634 -3.378 3.684
H 2.901 0.658 4.157
H 3.654 -0.402 3.182
C -1.907 -3.949 1.930
O -2.306 -2.913 2.874
C -3.628 -2.686 2.943
C -4.014 -1.708 4.009
C -3.504 -2.068 5.357
N -5.447 -1.541 4.167
H -0.948 -4.266 2.341
H -1.975 -3.498 0.940
H -2.636 -4.752 2.031
H -4.049 -2.300 2.015
H -4.097 -3.642 3.174
H -3.674 -0.703 3.762
H -2.435 -2.276 5.314
H -4.152 -2.648 6.014
H -3.451 -1.080 5.814
H -5.884 -2.422 4.396
H -5.787 -1.276 3.254
N 2.589 -0.551 -1.870
C 3.611 -1.249 -1.558
N 3.544 -1.738 -0.358
O 4.612 -1.415 -2.273
H 1.734 -0.634 -1.338
H 2.670 -0.287 -2.841
H 4.234 -2.290 0.131
H 2.751 -1.469 0.206
N 1.076 -2.979 -2.691
C 0.563 -4.105 -2.223
N 0.387 -4.929 -3.233
O 0.273 -4.303 -1.072
H 1.441 -3.044 -3.630
H 1.435 -2.357 -1.981
H 0.476 -4.662 -4.203
H 0.304 -5.875 -2.890
N -2.775 4.002 1.331
C -2.308 4.501 2.451
N -3.317 4.800 3.237
O -1.133 4.560 2.760
H -3.768 4.043 1.154
H -2.105 3.506 0.761
H -4.237 4.388 3.177
H -3.116 5.218 4.135
C -0.787 0.369 1.010
C -0.553 -0.467 -0.198
O 0.614 -1.267 -0.084
H 0.085 0.945 1.320
H -0.986 -0.240 1.891
H -1.585 1.069 0.764
H -0.466 0.048 -1.155
H -1.406 -1.108 -0.421
H 0.407 -2.066 0.406
```

Values from the calculation:
F_max: 5.84 eV/Å
LUMO energy: 0.0129 hartree
SMILES: COC[C@H](C)N.COC[C@H](C)N.COC[C@H](C)N.COC[C@H](C)N.COC[C@H](C)N.NC(N)=O.NC(N)=O.NC(N)=O.CCO
relative energy (zero: lowest compared OMol25 entry of this formula, charge and spin): 384.9 kJ/mol
charge: 0
gap between HOMO and LUMO: 8.557 eV

---

4.
A cluster of 9 separate species, C25H73N5O10 in total at a distorted geometry, computed with ωB97M-V/def2-TZVPD.

Structure (XYZ):
```
113
Properties=species:S:1:pos:R:3
C 0.609 4.479 0.357
O 1.884 5.151 0.185
C 2.781 4.407 -0.674
C 4.113 4.950 -1.009
C 4.892 4.105 -2.033
N 5.010 4.915 0.203
H -0.011 4.491 -0.539
H 0.039 4.966 1.149
H 0.835 3.434 0.567
H 2.924 3.453 -0.166
H 2.259 4.268 -1.621
H 3.977 5.911 -1.503
H 5.850 4.572 -2.258
H 4.447 4.051 -3.027
H 5.056 3.080 -1.702
H 5.792 5.456 -0.138
H 4.476 5.346 0.944
C 2.374 1.765 -3.166
O 1.205 2.538 -2.989
C 0.939 3.599 -3.905
C -0.510 3.945 -3.752
C -1.441 2.978 -4.382
N -0.848 5.256 -4.405
H 2.553 1.163 -2.275
H 3.281 2.316 -3.413
H 2.239 1.167 -4.068
H 1.643 4.386 -3.634
H 1.126 3.306 -4.938
H -0.621 4.031 -2.671
H -2.430 3.130 -3.949
H -1.212 1.943 -4.128
H -1.539 3.019 -5.467
H -0.708 6.125 -3.909
H -1.855 5.255 -4.320
C 2.589 -3.264 -1.183
O 1.640 -2.367 -1.798
C 1.512 -2.618 -3.257
C 0.507 -1.728 -3.978
C -0.808 -1.665 -3.212
N 0.203 -2.134 -5.349
H 2.264 -4.302 -1.109
H 2.880 -2.835 -0.224
H 3.554 -3.281 -1.690
H 2.428 -2.344 -3.780
H 1.386 -3.690 -3.408
H 0.935 -0.729 -4.055
H -1.547 -1.127 -3.806
H -0.867 -1.209 -2.224
H -1.328 -2.624 -3.213
H 0.082 -1.377 -6.007
H 1.039 -2.572 -5.709
C -0.060 -5.232 1.193
O 0.584 -5.523 2.499
C 0.495 -6.780 3.074
C -0.853 -7.481 3.148
C -1.867 -6.689 3.875
N -0.635 -8.735 3.901
H 0.567 -5.746 0.464
H 0.006 -4.148 1.110
H -1.115 -5.489 1.097
H 1.259 -7.457 2.693
H 0.966 -6.622 4.044
H -1.218 -7.789 2.169
H -2.081 -5.723 3.419
H -1.331 -6.366 4.768
H -2.779 -7.186 4.205
H -0.305 -8.471 4.818
H 0.111 -9.287 3.501
C 0.048 -0.563 6.350
O -1.203 -0.879 5.641
C -1.074 -0.506 4.255
C -2.151 -1.127 3.362
C -2.064 -2.703 3.350
N -2.235 -0.625 2.000
H 0.379 0.475 6.401
H 0.817 -1.318 6.189
H -0.147 -0.681 7.416
H -1.020 0.582 4.253
H -0.113 -0.801 3.833
H -3.093 -1.006 3.897
H -1.134 -3.089 2.932
H -2.887 -3.250 2.891
H -2.062 -3.121 4.356
H -1.306 -0.697 1.610
H -2.932 -1.076 1.425
O -4.098 -1.135 -1.965
C -4.407 0.042 -1.405
C -3.744 1.274 -2.010
O -4.037 2.416 -1.301
H -4.187 -1.054 -2.917
H -5.484 0.187 -1.315
H -3.955 0.039 -0.413
H -4.007 1.316 -3.067
H -2.674 1.148 -2.175
H -4.981 2.563 -1.212
C 2.542 3.306 3.124
O 1.620 4.454 3.271
H 3.449 3.471 2.543
H 2.764 2.662 3.974
H 1.952 2.670 2.463
H 1.253 4.725 2.426
C -2.931 2.820 1.721
O -3.757 2.013 2.521
H -2.511 3.610 2.343
H -2.143 2.240 1.242
H -3.472 3.306 0.909
H -3.292 1.174 2.553
C 0.061 0.119 -0.055
O 0.265 -1.279 0.274
H 0.631 0.465 -0.917
H -0.943 0.442 -0.331
H 0.407 0.804 0.719
H 0.507 -1.785 -0.505
```

Values from the calculation:
F_max: 3.25 eV/Å
LUMO energy: 0.0145 hartree
SMILES: COC[C@H](C)N.COC[C@H](C)N.COC[C@H](C)N.COC[C@H](C)N.COC[C@H](C)N.OCCO.CO.CO.CO
relative energy (zero: lowest compared OMol25 entry of this formula, charge and spin): 512.2 kJ/mol
charge: 0
gap between HOMO and LUMO: 9.402 eV